Formula: C26H78O23P2S
Source: the OMol25 dataset
Level of theory: wB97M-V/def2-TZVPD

Its frontier orbital gap is 0.344 Ha. The charge is 0. The calculation puts the largest force on an atom at 2.36 eV/Å. The calculation puts the HOMO energy at -0.338 Ha.

Each line ends with the Mulliken charge.
Geometry (Å):
C (3.804, -1.014, 0.712)  -2.405
C (3.799, 0.000, -0.424)  1.786
C (4.903, 0.825, -0.503)  -0.954
C (4.953, 1.759, -1.497)  -0.372
C (3.917, 1.912, -2.384)  -1.085
C (2.836, 1.089, -2.293)  -0.039
C (2.761, 0.100, -1.324)  0.347
C (1.551, -0.804, -1.319)  -1.483
C (0.372, -0.261, -0.487)  0.467
O (-0.491, -1.464, -0.291)  -0.402
S (-2.034, -1.160, -0.510)  1.151
O (-2.766, -1.788, 0.524)  -0.710
O (-2.585, -1.390, -1.812)  -0.639
O (-1.889, 0.437, -0.411)  -0.037
C (-0.617, 0.701, -1.129)  0.320
P (-0.361, 2.538, -0.977)  -0.084
P (0.982, 3.059, 0.634)  0.417
O (0.483, 4.361, 1.118)  -0.257
O (2.463, 3.278, 0.096)  -0.402
O (1.013, 2.049, 1.879)  -0.556
H (4.711, -1.619, 0.726)  0.599
H (2.900, -1.618, 0.749)  0.296
H (3.807, -0.426, 1.640)  0.417
H (5.729, 0.721, 0.190)  0.488
H (5.821, 2.404, -1.604)  0.412
H (3.941, 2.648, -3.180)  0.455
H (2.018, 1.213, -3.000)  0.412
H (1.844, -1.754, -0.872)  0.516
H (1.231, -1.060, -2.342)  0.172
H (0.633, -0.029, 0.547)  0.367
H (-0.830, 0.419, -2.165)  0.130
H (-1.606, 3.021, -0.533)  0.046
H (2.392, 3.627, -0.807)  0.365
H (0.524, 2.487, 2.590)  0.292
C (-3.151, -0.720, 4.304)  -0.716
O (-3.662, -0.337, 3.033)  -0.403
H (-3.752, -0.237, 5.072)  0.233
H (-3.217, -1.804, 4.430)  0.308
H (-2.111, -0.401, 4.412)  0.264
H (-3.125, -0.769, 2.361)  0.305
C (-0.412, -2.921, -4.759)  -0.693
O (-0.259, -1.818, -3.873)  -0.377
H (0.534, -3.079, -5.273)  0.251
H (-0.672, -3.824, -4.200)  0.267
H (-1.191, -2.713, -5.496)  0.270
H (-1.091, -1.681, -3.417)  0.212
C (-2.894, 3.179, 2.890)  -0.561
O (-2.759, 2.798, 1.525)  -0.215
H (-2.271, 4.055, 3.058)  0.164
H (-3.934, 3.428, 3.117)  0.313
H (-2.564, 2.368, 3.545)  0.199
H (-3.313, 2.022, 1.390)  0.082
C (-6.092, 2.713, 0.100)  -0.634
O (-5.891, 1.513, -0.645)  -0.497
H (-6.798, 3.339, -0.439)  0.359
H (-6.501, 2.472, 1.086)  0.248
H (-5.147, 3.251, 0.210)  0.229
H (-5.267, 0.966, -0.160)  0.268
C (-9.326, 1.248, -0.064)  -0.364
O (-9.236, 0.300, 0.995)  -0.515
H (-10.368, 1.535, -0.179)  0.285
H (-8.733, 2.132, 0.174)  0.091
H (-8.969, 0.802, -0.995)  0.226
H (-8.310, 0.056, 1.082)  0.297
C (0.679, 7.526, 3.384)  -0.418
O (0.890, 7.137, 2.036)  -0.477
H (1.241, 8.440, 3.568)  0.261
H (-0.383, 7.719, 3.569)  0.102
H (1.033, 6.747, 4.067)  0.235
H (0.388, 6.327, 1.885)  0.342
C (-1.699, 6.293, -2.450)  -0.490
O (-0.842, 5.571, -1.561)  -0.259
H (-2.425, 5.600, -2.868)  0.248
H (-2.218, 7.075, -1.898)  0.140
H (-1.113, 6.735, -3.261)  0.284
H (-0.207, 6.195, -1.198)  0.205
C (-3.667, 8.829, 0.468)  -0.522
O (-3.450, 7.623, -0.273)  -0.401
H (-4.374, 9.445, -0.084)  0.214
H (-4.083, 8.591, 1.449)  0.114
H (-2.728, 9.377, 0.585)  0.351
H (-2.825, 7.088, 0.227)  0.214
C (6.795, -3.472, -1.837)  -0.593
O (6.012, -2.832, -0.838)  -0.396
H (7.803, -3.066, -1.796)  0.321
H (6.831, -4.548, -1.650)  0.225
H (6.367, -3.282, -2.824)  0.202
H (5.127, -3.205, -0.889)  0.166
C (5.132, -5.737, -4.276)  -0.672
O (4.337, -5.100, -3.282)  -0.328
H (6.137, -5.323, -4.224)  0.227
H (5.177, -6.813, -4.095)  0.270
H (4.720, -5.551, -5.271)  0.295
H (3.452, -5.478, -3.341)  0.217
C (3.390, -8.276, -1.446)  -0.505
O (2.467, -7.789, -2.422)  -0.515
H (4.127, -7.499, -1.255)  0.122
H (2.862, -8.504, -0.518)  0.299
H (3.898, -9.170, -1.812)  0.339
H (1.819, -8.479, -2.584)  0.256
C (6.545, -8.429, 1.242)  -0.567
O (5.551, -9.216, 0.592)  -0.363
H (6.248, -7.384, 1.176)  0.144
H (6.626, -8.713, 2.295)  0.286
H (7.514, -8.559, 0.754)  0.303
H (5.826, -10.139, 0.659)  0.284
C (-4.203, 7.099, 4.085)  -0.262
O (-5.089, 7.687, 3.137)  -0.516
H (-3.425, 7.824, 4.316)  0.232
H (-4.739, 6.846, 5.003)  0.313
H (-3.742, 6.198, 3.670)  -0.047
H (-5.773, 7.041, 2.939)  0.274
C (-7.244, 8.706, -1.643)  -0.553
O (-7.134, 7.773, -0.575)  -0.493
H (-8.292, 8.969, -1.757)  0.253
H (-6.670, 9.610, -1.422)  0.235
H (-6.882, 8.264, -2.576)  0.252
H (-6.201, 7.549, -0.486)  0.287
C (3.086, -6.243, 1.735)  -0.476
O (3.982, -5.338, 1.095)  -0.427
H (3.294, -6.239, 2.802)  0.284
H (2.053, -5.926, 1.569)  0.263
H (3.234, -7.253, 1.346)  0.075
H (3.783, -5.355, 0.154)  0.262
C (4.187, -12.760, 2.242)  -0.569
O (4.834, -11.974, 1.244)  -0.493
H (4.945, -13.341, 2.760)  0.213
H (3.675, -12.116, 2.961)  0.269
H (3.466, -13.439, 1.782)  0.254
H (4.151, -11.466, 0.795)  0.277

Force components x, y, z for each atom (eV/Å):
C -0.27 0.83 0.30
C 0.17 -1.51 1.42
C 0.15 0.11 -0.19
C 1.18 1.00 -0.17
C -0.03 0.54 -0.73
C -0.98 -0.20 -0.45
C -0.66 0.28 -0.46
C 0.14 0.20 0.17
C -0.06 -1.65 -0.33
O -0.94 -0.18 -0.53
S -0.29 0.35 -0.92
O -0.01 0.41 1.30
O 1.18 -0.34 -0.36
O 0.34 -0.91 0.52
C -0.66 0.82 0.91
P 0.94 0.24 -1.71
P -0.80 1.77 1.35
O -0.71 0.28 0.03
O -0.38 -1.25 -0.07
O 0.69 -0.50 -0.63
H -0.16 -0.08 -0.16
H 0.23 -0.21 -0.02
H 0.01 -0.20 -0.01
H -0.09 -0.08 0.04
H -0.03 -0.08 0.12
H 0.18 0.03 0.11
H 0.06 -0.13 0.02
H -0.26 0.03 0.07
H -0.09 0.34 0.33
H 0.19 0.53 -0.27
H 0.37 0.20 -0.02
H 0.26 -0.39 0.45
H 0.34 -0.10 -0.02
H 0.05 0.02 0.00
C 0.03 -0.02 -0.30
O 0.04 0.24 0.04
H -0.03 0.02 -0.04
H 0.05 0.01 0.13
H 0.01 -0.05 0.14
H -0.13 -0.16 -0.12
C -0.21 0.14 0.21
O 0.34 0.05 -0.17
H 0.02 0.06 0.03
H 0.01 -0.07 -0.11
H 0.04 -0.11 -0.07
H -0.35 -0.05 0.17
C -0.06 -0.17 -0.16
O 0.00 0.09 0.08
H 0.03 0.01 -0.10
H 0.03 0.03 0.14
H -0.07 0.06 0.10
H 0.11 -0.10 0.06
C 0.31 -0.33 0.08
O -0.14 0.09 -0.03
H 0.01 -0.06 -0.06
H -0.02 0.21 0.05
H -0.09 0.14 0.08
H -0.02 -0.06 -0.06
C 0.21 -0.24 0.11
O -0.11 0.05 0.04
H -0.02 -0.06 0.08
H -0.08 0.10 -0.17
H -0.01 0.18 -0.09
H -0.02 -0.04 -0.01
C -0.06 -0.23 -0.29
O -0.17 0.23 0.11
H 0.00 0.00 -0.02
H 0.03 0.06 0.16
H -0.03 0.09 0.13
H 0.30 -0.24 -0.20
C 0.35 0.20 0.10
O -0.07 -0.06 -0.04
H 0.05 -0.07 0.05
H -0.10 -0.01 -0.31
H -0.11 -0.03 -0.10
H 0.00 -0.09 0.13
C 0.18 -0.21 0.25
O -0.24 0.18 0.11
H 0.03 -0.05 -0.07
H 0.00 0.23 -0.13
H -0.06 0.11 -0.03
H -0.06 -0.10 -0.04
C -0.26 -0.03 0.07
O 0.11 0.07 0.01
H -0.03 0.05 0.08
H 0.11 -0.03 -0.16
H 0.12 -0.10 -0.07
H 0.00 0.01 -0.01
C -0.27 -0.07 0.10
O -0.01 0.06 0.07
H -0.02 0.04 0.04
H 0.08 -0.01 -0.10
H 0.12 -0.05 -0.06
H 0.02 -0.07 0.10
C -0.33 -0.14 -0.14
O 0.12 0.24 -0.07
H 0.00 0.00 -0.05
H 0.17 -0.05 0.08
H 0.13 0.03 0.13
H -0.02 0.04 -0.04
C -0.07 -0.21 -0.06
O 0.02 0.08 -0.11
H -0.05 -0.02 -0.02
H 0.08 0.10 0.02
H 0.05 0.10 0.07
H -0.07 0.01 0.13
C -0.26 -0.10 -0.15
O 0.06 -0.08 0.20
H -0.03 0.04 -0.04
H 0.13 -0.03 0.07
H 0.09 -0.01 0.11
H -0.06 0.09 -0.07
C 0.24 -0.18 0.15
O 0.02 0.01 0.00
H -0.01 -0.03 0.05
H -0.06 0.07 -0.12
H -0.04 0.12 -0.08
H -0.01 -0.04 0.03
C 0.02 0.10 -0.37
O 0.04 0.01 0.10
H 0.08 0.08 -0.02
H -0.06 -0.14 0.11
H -0.09 -0.07 0.14
H 0.05 -0.02 -0.01
C -0.08 0.18 -0.14
O 0.02 -0.07 -0.06
H 0.04 0.03 -0.05
H -0.01 -0.10 0.08
H 0.00 -0.07 0.11
H 0.02 0.03 0.01

=====

Formula: C22H21F7NOP
Source: the OMol25 dataset
Level of theory: wB97M-V/def2-TZVPD

Its frontier orbital gap is 0.299 Ha. The charge is 0. The calculation puts the largest force on an atom at 6.19 eV/Å. The calculation puts the HOMO energy at -0.332 Ha.

Each line ends with the Mulliken charge.
Geometry (Å):
C (2.415, -2.345, 3.221)  -0.732
O (2.041, -1.869, 1.856)  -0.144
C (2.597, -0.519, 1.606)  -0.546
P (1.480, 0.549, 0.426)  -0.334
C (-0.320, 0.590, 1.117)  0.374
C (-0.757, -0.258, 2.492)  -0.066
C (-2.368, -0.040, 2.828)  -0.421
C (-3.415, 0.870, 1.979)  -0.291
N (-2.964, 1.571, 0.744)  -0.273
C (-1.524, 1.414, 0.393)  -0.249
C (2.298, 2.273, 0.436)  0.620
F (3.802, 2.137, 0.369)  -0.281
F (1.925, 2.921, -0.877)  -0.271
C (1.830, 3.267, 1.651)  0.589
F (2.565, 4.568, 1.427)  -0.300
F (0.374, 3.644, 1.604)  -0.233
C (2.247, 2.774, 3.158)  0.514
F (1.378, 1.725, 3.739)  -0.165
F (3.696, 2.397, 3.295)  -0.218
F (2.082, 3.983, 4.049)  -0.263
H (3.416, -2.960, 3.201)  0.250
H (2.410, -1.488, 4.021)  0.349
H (1.544, -3.098, 3.534)  0.248
H (3.597, -0.701, 0.979)  0.296
H (2.927, 0.056, 2.570)  0.438
H (-0.014, -0.892, 3.135)  0.203
H (-2.792, -0.579, 3.800)  0.223
H (-4.539, 0.976, 2.313)  0.316
H (-1.185, 1.998, -0.594)  0.319
C (-4.054, 3.231, -3.375)  -0.462
C (-4.455, 2.590, -2.204)  0.053
C (-5.739, 2.054, -2.106)  -0.525
C (-6.623, 2.163, -3.179)  -0.336
C (-6.225, 2.812, -4.348)  -0.429
C (-4.940, 3.345, -4.447)  -0.328
H (-3.051, 3.643, -3.454)  0.357
H (-3.767, 2.508, -1.366)  0.308
H (-6.050, 1.551, -1.194)  0.355
H (-7.623, 1.742, -3.105)  0.349
H (-6.916, 2.902, -5.182)  0.344
H (-4.629, 3.849, -5.358)  0.354
C (2.957, -5.529, -0.594)  -0.528
C (2.661, -4.177, -0.424)  -0.174
C (2.976, -3.262, -1.428)  -0.178
C (3.593, -3.698, -2.601)  -0.521
C (3.898, -5.049, -2.767)  -0.381
C (3.579, -5.965, -1.764)  -0.356
H (2.705, -6.243, 0.186)  0.356
H (2.183, -3.836, 0.491)  0.374
H (2.742, -2.208, -1.297)  0.342
H (3.836, -2.986, -3.384)  0.366
H (4.383, -5.389, -3.678)  0.350
H (3.814, -7.018, -1.894)  0.355

Force components x, y, z for each atom (eV/Å):
C -1.04 -1.10 0.40
O 0.88 2.01 1.88
C 2.02 -0.26 0.12
P -0.95 -1.46 -0.54
C -4.12 -0.03 3.08
C -3.82 3.63 -3.24
C 1.12 0.74 -1.34
C 4.70 -0.87 -1.00
N 3.58 -3.12 3.35
C 0.21 -1.02 1.30
C 0.95 1.51 -1.38
F -4.56 0.51 0.59
F 0.95 -1.65 4.05
C 0.17 3.45 -1.16
F -2.18 -3.92 0.98
F 4.92 -1.71 0.25
C 0.46 1.25 3.70
F 3.23 3.41 -2.23
F -5.32 0.96 -0.74
F 0.52 -4.28 -3.00
H -1.81 1.48 0.02
H 0.25 -1.51 -1.68
H 1.94 1.58 -0.75
H -2.10 0.70 1.18
H -0.84 -1.30 -1.58
H -1.75 1.35 -1.43
H 1.02 1.27 -2.34
H 2.64 -0.22 -0.83
H -1.01 -1.39 2.42
C -0.27 -0.08 -0.03
C 0.02 0.04 -0.11
C 0.04 0.10 -0.20
C 0.19 0.08 0.02
C 0.10 -0.01 0.10
C -0.03 -0.08 0.15
H -0.13 -0.04 0.01
H -0.20 -0.02 -0.11
H 0.07 0.07 -0.12
H 0.12 0.06 -0.01
H 0.11 -0.02 0.13
H -0.05 -0.07 0.12
C 0.09 0.13 -0.21
C 0.02 -0.11 -0.05
C 0.07 -0.19 -0.02
C -0.04 -0.11 0.16
C -0.08 0.04 0.13
C -0.05 0.17 0.05
H 0.04 0.09 -0.10
H 0.08 -0.02 -0.22
H -0.01 -0.12 -0.02
H -0.03 -0.09 0.10
H -0.08 0.05 0.14
H -0.03 0.15 0.01

=====

Formula: C10H15NO4
Source: the OMol25 dataset
Level of theory: wB97M-V/def2-TZVPD

For the energy relative to the best compared isomer or geometry (same formula, charge and spin), the calculation gives 84.7 kcal/mol. Its frontier orbital gap is 0.365 Ha. The charge is 0. The calculation puts the largest force on an atom at 4.34 eV/Å. The calculation puts the HOMO energy at -0.349 Ha.

Each line ends with the Mulliken charge.
Geometry (Å):
C (-3.733, 1.563, -0.782)  -1.289
C (-3.244, 0.389, 0.022)  -0.242
O (-1.829, 0.371, 0.072)  -0.121
C (-1.151, -0.599, 0.768)  0.134
O (-1.522, -2.003, 0.568)  -0.436
C (-0.438, -2.742, 0.014)  -0.603
C (0.639, -1.733, -0.157)  0.992
C (0.224, -0.532, 0.260)  -0.280
C (1.207, 0.764, 0.344)  0.466
O (1.677, 0.774, 1.739)  -0.605
O (0.577, 1.998, 0.090)  -0.561
C (2.280, 0.398, -0.672)  0.288
C (3.518, 1.305, -0.459)  -1.364
N (2.823, -0.898, -0.647)  -0.596
C (2.119, -1.926, -0.392)  -0.864
H (-3.238, 1.637, -1.689)  0.381
H (-4.804, 1.550, -0.998)  0.373
H (-3.540, 2.488, -0.239)  0.305
H (-3.567, -0.538, -0.422)  0.300
H (-3.759, 0.534, 1.125)  0.218
H (-1.104, -0.422, 1.902)  0.157
H (-0.690, -3.282, -0.857)  0.307
H (-0.097, -3.417, 0.799)  0.256
H (1.853, -0.130, 1.984)  0.420
H (-0.091, 2.208, 0.686)  0.394
H (1.724, 0.636, -1.591)  0.408
H (4.053, 0.828, 0.421)  0.298
H (3.297, 2.288, -0.131)  0.385
H (4.113, 1.263, -1.362)  0.355
H (2.703, -2.772, -0.396)  0.523

Force components x, y, z for each atom (eV/Å):
C -0.56 0.56 1.38
C -1.60 0.25 2.74
O -0.93 0.52 -0.34
C 0.67 -0.91 1.38
O -0.73 1.24 -0.27
C 0.67 0.85 1.82
C 1.59 0.30 0.41
C 1.89 1.22 -0.29
C -2.22 -2.50 1.96
O -0.50 0.96 -1.41
O 3.37 -1.59 -2.22
C 0.26 3.33 0.29
C 0.12 -1.64 0.97
N 0.25 -1.48 -0.06
C -2.06 3.16 -0.65
H 1.07 0.03 -1.90
H 0.10 -0.36 0.27
H 0.04 0.09 0.03
H -0.32 -0.46 0.10
H 1.44 -0.79 -2.34
H -0.80 -0.09 -1.24
H -0.52 -0.55 -1.06
H -0.11 -0.55 -0.08
H 0.18 -0.55 0.11
H -1.87 0.04 1.89
H 0.49 -0.32 -0.34
H -0.28 0.56 -1.25
H -0.40 1.12 -0.13
H 0.35 0.17 0.08
H 0.43 -2.60 0.15